(1)
9
Properties=species:S:1:pos:R:3:forces:R:3 method="wB97M-V/def2-TZVPD" total_charge=0 orbital_gap_ev=9.489 smiles=CSC e_above_lowest_kcal_mol=47.3 e_tot_ha=-477.900793
C 0.94932 -0.30114 0.79923 -1.230 -0.451 4.722
C -0.92825 0.25620 -1.00020 1.697 -1.258 3.716
H 1.03703 0.82781 1.25812 0.270 -3.168 -0.329
H -0.16487 -0.70682 1.25764 3.042 1.091 -1.543
H 1.69194 -1.19430 1.25517 -1.570 2.999 -1.381
H -1.53332 -0.36836 -0.17916 1.192 0.404 -2.783
H -0.87087 1.15285 -0.44782 -0.660 1.702 -0.016
H -1.13411 0.38657 -2.01354 -1.172 -0.093 -1.338
S 0.95314 -0.05280 -0.92944 -1.568 -1.227 -1.046



(2)
9
Properties=species:S:1:pos:R:3:forces:R:3 method="wB97M-V/def2-TZVPD" total_charge=0 orbital_gap_ev=8.666 e_above_lowest_kcal_mol=44.3 e_tot_ha=-477.905498
C 0.29303 0.98156 -0.32051 -0.595 0.898 1.227
C 0.16721 -0.40592 0.34024 1.487 1.926 0.488
S -1.54139 -0.83027 0.67703 0.790 -4.212 -2.633
H 1.32048 1.27866 -0.57901 -0.298 -0.488 -0.190
H -0.39453 0.98089 -1.15679 0.225 0.246 -0.503
H -0.05343 1.80237 0.35983 0.090 -0.706 -0.394
H 0.69870 -0.38551 1.30936 -0.003 -0.277 -0.562
H 0.66943 -1.05090 -0.36497 -0.170 -0.654 0.294
H -1.15950 -2.37087 -0.26519 -1.526 3.267 2.271



(3)
9
Properties=species:S:1:pos:R:3:forces:R:3 method="wB97M-V/def2-TZVPD" total_charge=0 orbital_gap_ev=8.719 e_above_lowest_kcal_mol=76.2 e_tot_ha=-2481.071022
C -0.63935 -0.99017 -1.13917 2.048 -2.074 -2.589
C 1.31764 1.00819 1.07410 3.748 -0.615 -0.894
Se 0.16592 1.88599 1.97628 -1.775 1.000 1.270
H -1.66155 -1.06156 -0.90332 -1.294 0.546 0.024
H -0.26630 -2.02074 -1.05106 0.078 0.077 0.884
H -0.01035 -0.33723 -0.58020 0.150 0.518 0.520
H 2.31285 1.50764 1.33911 -0.869 -0.462 -0.482
H -0.36292 -0.94697 -2.24426 -1.043 0.882 1.132
H -0.85593 0.95486 1.52852 -1.044 0.128 0.135